Record 1
# C11H13IN

An isolated ion of composition C11H13IN and charge +1 at a distorted geometry (the ωB97M-V functional and the def2-TZVPD basis, the Open Molecules 2025 dataset).

Each line ends with the Mulliken charge.
CARTESIAN COORDINATES (ANGSTROEM)
C: -1.34233 -1.63286 2.22243  -0.940
N: -0.71859 -0.67198 1.26311  0.159
C: -0.94410 0.58672 1.22189  -0.349
I: -2.10427 1.65828 2.52283  0.344
C: -0.14926 1.38307 0.00442  1.850
C: 1.06147 2.13371 0.62372  -1.419
C: -1.11416 2.07591 -0.89120  -1.977
C: 0.41311 0.11131 -0.63227  0.370
C: 1.26421 0.03644 -1.69562  -0.598
C: 1.52244 -1.29568 -2.17438  -0.536
C: 0.98549 -2.45948 -1.56666  -0.777
C: 0.36988 -2.31197 -0.35253  -0.538
C: 0.09098 -1.02962 0.13781  0.164
H: -2.49561 -1.68692 1.92784  0.345
H: -1.47061 -1.09903 3.16136  0.385
H: -0.60533 -2.46736 2.19412  0.319
H: 0.70715 2.86803 1.35959  0.366
H: 1.55186 2.70866 -0.13076  0.410
H: 1.72915 1.32266 0.93211  0.436
H: -1.61766 2.93158 -0.40631  0.441
H: -1.88827 1.49198 -1.22962  0.530
H: -0.73382 2.50850 -1.71948  0.500
H: 1.59053 0.93063 -2.20081  0.452
H: 2.18505 -1.42003 -2.96126  0.479
H: 1.52103 -3.46877 -1.77673  0.286
H: 0.19165 -3.20377 0.16642  0.301

Its largest force on an atom is 3.7 eV/A. As for the net charge: +1. The calculation puts the total energy at -779.10807 hartree. The value obtained for the LUMO energy is -4.2 eV. Its SMILES is C[N+]1=C(I)C(C)(C)c2ccccc21. The calculation puts the HOMO energy at -0.4678 Eh. The calculation puts the gap between HOMO and LUMO at 8.50 eV. Its energy above the lowest of the compared OMol25 structures with the same formula, charge and spin is 0.00 kJ/mol.

---

Record 2
# C11H13IN2S

The molecule C11H13IN2S at a distorted geometry (the ωB97M-V functional and the def2-TZVPD basis, the Open Molecules 2025 dataset).

Each line ends with the Mulliken charge.
CARTESIAN COORDINATES (ANGSTROEM)
C: 1.81113 -3.12445 2.49800  -1.181
C: 1.70768 -2.48816 1.10660  0.737
C: 2.66436 -2.87097 0.07335  -0.437
C: 2.66539 -2.30845 -1.19926  -0.589
C: 1.71961 -1.31471 -1.44204  -0.537
C: 0.91760 -0.89814 -0.43030  0.574
C: -0.05041 0.14681 -0.62883  0.417
N: 0.00257 0.94441 -1.62917  -0.632
C: -1.30246 1.87815 -1.60836  -0.727
I: -2.62220 0.95866 -3.00653  0.058
C: -1.82761 1.97111 -0.15778  1.107
C: -0.89724 3.05191 0.49042  -1.739
C: -3.30149 2.35063 0.02855  -1.413
S: -1.45062 0.30294 0.49355  -0.203
N: 0.87526 -1.46383 0.80653  -0.422
H: 2.09244 -2.31669 3.29008  0.254
H: 0.81392 -3.52551 2.87033  0.276
H: 2.59090 -3.87899 2.54354  0.370
H: 3.17440 -3.85628 0.13057  0.234
H: 3.21888 -2.71123 -1.98855  0.462
H: 1.42099 -0.87587 -2.37980  0.475
H: -1.03141 2.88865 -1.96865  0.510
H: -0.99591 3.06347 1.52197  0.428
H: -1.23064 3.95725 0.14255  0.512
H: 0.12693 2.73946 0.22704  0.420
H: -3.89782 1.46753 -0.45865  0.339
H: -3.61822 3.39054 -0.37460  0.278
H: -3.57601 2.52176 1.04943  0.428

Its largest force on an atom is 3.6 eV/A. As for the net charge: 0. The calculation puts the total energy at -1232.31207 hartree. The value obtained for the LUMO energy is 0.0 eV. Its SMILES is Cc1cccc(C2=N[C@@H](I)C(C)(C)S2)n1. The calculation puts the HOMO energy at -0.3208 Eh. The calculation puts the gap between HOMO and LUMO at 8.78 eV.

---

Record 3
# C11H13IN4O8W

C11H13IN4O8W as an isolated structure at a distorted geometry (the ωB97M-V functional and the def2-TZVPD basis, the Open Molecules 2025 dataset).

Each line ends with the Mulliken spin population.
CARTESIAN COORDINATES (ANGSTROEM)
W: -0.16121 -0.26099 -0.33154  1.032
O: -1.50143 4.42788 3.34672  0.009
C: -1.15749 3.42399 2.56787  0.020
C: -0.00135 2.63581 2.77453  0.002
C: 0.25197 1.64608 1.86035  0.024
N: -0.52643 1.46023 0.79529  -0.048
C: -1.71610 2.06081 0.71258  0.007
C: -2.08256 3.07197 1.55333  -0.009
C: -2.65764 1.27542 -0.17862  0.014
O: -3.76893 1.54034 -0.45376  0.009
O: -2.02745 0.07395 -0.49310  0.015
C: 1.18468 0.46173 2.10526  -0.004
O: 2.09711 0.45663 2.85545  0.002
O: 0.70505 -0.61534 1.40857  0.009
H: -0.86113 4.60100 4.05195  0.000
H: 0.63040 2.74899 3.64575  0.001
H: -3.06080 3.52875 1.50115  0.000
C: 0.63356 -4.36248 -2.54277  0.002
O: -0.28631 -4.38211 -1.40211  0.005
C: -0.50352 -3.27979 -0.76700  -0.002
O: 0.05504 -2.18849 -1.07125  0.010
N: -1.36547 -3.37108 0.23878  0.002
N: -1.59038 -2.21669 0.98717  0.011
H: 0.65723 -5.39238 -2.87645  0.000
H: 1.61199 -4.03822 -2.20106  0.000
H: 0.23077 -3.70194 -3.30510  -0.002
H: -1.81272 -4.25532 0.44454  0.000
H: -1.21643 -2.32999 1.92502  0.000
H: -2.58316 -2.00729 1.01635  0.001
N: 3.53546 0.30215 -1.88314  0.141
C: 2.38730 0.86770 -1.56918  0.162
O: 1.71470 0.31600 -0.58279  -0.002
C: 1.88765 2.00031 -2.24080  0.358
I: -0.16566 0.36813 -3.01651  0.237
H: 3.85736 -0.51485 -1.38559  -0.005
H: 4.13979 0.71142 -2.57943  -0.007
H: 2.37814 2.37643 -3.12576  -0.010
H: 1.08795 2.56123 -1.78465  0.016

As for the spin multiplicity: 3. Its expectation value of S² is 2.018. Its largest force on an atom is 1.2 eV/A. As for the net charge: +2. The calculation puts the total energy at -1612.22949 hartree. The value obtained for the LUMO energy (alpha / beta) is -8.6 / -8.5 eV. The calculation puts the HOMO energy (alpha / beta) at -0.5283 / -0.5869 Eh. The calculation puts the gap between HOMO and LUMO (alpha / beta) at 5.81 / 7.48 eV. Its energy above the lowest of the compared OMol25 structures with the same formula, charge and spin is 152.05 kJ/mol.

---

Record 4
# C11H13IrN2O6

C11H13IrN2O6 as an isolated structure at a distorted geometry (the ωB97M-V functional and the def2-TZVPD basis, the Open Molecules 2025 dataset).

Each line ends with the Mulliken spin population.
CARTESIAN COORDINATES (ANGSTROEM)
O: -2.33175 -1.92801 2.93042  0.176
C: -2.93148 -1.59987 2.00418  0.603
Ir: -1.64191 -3.25112 -0.88935  1.050
C: -0.37664 -1.87804 -1.11422  0.171
O: 0.50886 -1.14895 -1.43900  0.039
C: -1.09008 -4.66573 -2.06535  0.167
O: -0.71128 -5.54781 -2.70922  0.049
C: -3.16025 -2.37187 -1.67181  0.131
O: -3.95154 -1.78944 -2.28350  0.125
C: -0.81984 -4.05106 0.67982  0.157
O: -0.15339 -4.56148 1.49678  0.090
H: -3.13262 -1.20097 0.90725  0.192
C: -1.44638 2.11220 -0.87730  0.004
N: -0.12527 1.96208 -0.30841  0.478
C: 0.86999 2.80674 -0.90464  0.017
C: 2.06500 2.96590 -0.01146  0.024
C: 2.53379 1.61701 0.48709  0.015
N: 1.44268 0.84743 1.02464  0.495
C: 1.84197 -0.23742 1.89070  0.003
C: 0.16891 0.90050 0.51532  -0.156
O: -0.67785 0.01214 0.77839  0.920
H: -2.14556 1.40659 -0.42337  0.002
H: -1.43445 1.96158 -1.96655  0.033
H: -1.78427 3.14502 -0.67465  0.030
H: 1.18820 2.39512 -1.87444  0.036
H: 0.40675 3.77367 -1.09153  0.015
H: 1.83985 3.62182 0.84031  0.002
H: 2.88266 3.41443 -0.58186  -0.002
H: 3.26864 1.72671 1.29380  0.016
H: 3.02683 1.06274 -0.33736  0.039
H: 2.53296 -0.92394 1.38664  0.036
H: 2.36381 0.21209 2.74635  0.026
H: 0.97367 -0.78806 2.24233  0.017

As for the spin multiplicity: 6. Its expectation value of S² is 8.800. Its largest force on an atom is 7.3 eV/A. As for the net charge: +3. The calculation puts the total energy at -1090.83454 hartree. The value obtained for the LUMO energy (alpha / beta) is -10.9 / -16.6 eV. The calculation puts the HOMO energy (alpha / beta) at -0.5786 / -0.7855 Eh. The calculation puts the gap between HOMO and LUMO (alpha / beta) at 4.82 / 4.78 eV. Its energy above the lowest of the compared OMol25 structures with the same formula, charge and spin is 192.95 kJ/mol.

---

What is the largest force on an atom in the second record? 3.6 eV/A

---

Copy entry 4 word for word.
# C11H13IrN2O6

C11H13IrN2O6 as an isolated structure at a distorted geometry (the ωB97M-V functional and the def2-TZVPD basis, the Open Molecules 2025 dataset).

Each line ends with the Mulliken spin population.
CARTESIAN COORDINATES (ANGSTROEM)
O: -2.33175 -1.92801 2.93042  0.176
C: -2.93148 -1.59987 2.00418  0.603
Ir: -1.64191 -3.25112 -0.88935  1.050
C: -0.37664 -1.87804 -1.11422  0.171
O: 0.50886 -1.14895 -1.43900  0.039
C: -1.09008 -4.66573 -2.06535  0.167
O: -0.71128 -5.54781 -2.70922  0.049
C: -3.16025 -2.37187 -1.67181  0.131
O: -3.95154 -1.78944 -2.28350  0.125
C: -0.81984 -4.05106 0.67982  0.157
O: -0.15339 -4.56148 1.49678  0.090
H: -3.13262 -1.20097 0.90725  0.192
C: -1.44638 2.11220 -0.87730  0.004
N: -0.12527 1.96208 -0.30841  0.478
C: 0.86999 2.80674 -0.90464  0.017
C: 2.06500 2.96590 -0.01146  0.024
C: 2.53379 1.61701 0.48709  0.015
N: 1.44268 0.84743 1.02464  0.495
C: 1.84197 -0.23742 1.89070  0.003
C: 0.16891 0.90050 0.51532  -0.156
O: -0.67785 0.01214 0.77839  0.920
H: -2.14556 1.40659 -0.42337  0.002
H: -1.43445 1.96158 -1.96655  0.033
H: -1.78427 3.14502 -0.67465  0.030
H: 1.18820 2.39512 -1.87444  0.036
H: 0.40675 3.77367 -1.09153  0.015
H: 1.83985 3.62182 0.84031  0.002
H: 2.88266 3.41443 -0.58186  -0.002
H: 3.26864 1.72671 1.29380  0.016
H: 3.02683 1.06274 -0.33736  0.039
H: 2.53296 -0.92394 1.38664  0.036
H: 2.36381 0.21209 2.74635  0.026
H: 0.97367 -0.78806 2.24233  0.017

As for the spin multiplicity: 6. Its expectation value of S² is 8.800. Its largest force on an atom is 7.3 eV/A. As for the net charge: +3. The calculation puts the total energy at -1090.83454 hartree. The value obtained for the LUMO energy (alpha / beta) is -10.9 / -16.6 eV. The calculation puts the HOMO energy (alpha / beta) at -0.5786 / -0.7855 Eh. The calculation puts the gap between HOMO and LUMO (alpha / beta) at 4.82 / 4.78 eV. Its energy above the lowest of the compared OMol25 structures with the same formula, charge and spin is 192.95 kJ/mol.

---

Which formula does entry 3 have? C11H13IN4O8W